[1]
Entry from the Open Molecules 2025 dataset: one molecule with the formula C18H18N8S in a non-equilibrium geometry (the ωB97M-V functional and the def2-TZVPD basis).

The geometry in XYZ format:
```
45
Properties=species:S:1:pos:R:3
S 4.128 0.062 -0.639
N 2.102 0.824 1.012
N 0.001 -2.884 1.151
N -1.172 0.715 -1.480
N 3.126 -0.983 1.711
N 0.920 -0.162 -1.637
N 2.110 -0.775 2.536
N -0.626 -1.049 -0.081
N 1.479 -2.075 -0.396
C 0.290 -1.974 0.207
C -4.651 0.280 -0.310
C 0.309 0.946 2.610
C 1.468 0.308 2.133
C -4.930 1.558 0.138
C -0.132 2.058 1.958
C 1.677 1.937 0.371
C -4.399 -2.173 -1.898
C -3.157 -1.412 -1.446
C 3.161 -1.062 -1.747
C -2.453 0.957 -0.948
C -0.289 -0.210 -1.053
C -3.982 2.558 0.005
C 0.567 2.565 0.835
C -2.750 2.253 -0.537
C -3.426 -0.047 -0.879
C 3.132 -0.054 0.792
C 1.756 -1.112 -1.256
H 0.219 3.460 0.347
H -0.781 -2.694 1.753
H -1.999 3.022 -0.647
H -5.893 1.778 0.574
H -2.481 -1.298 -2.298
H -5.414 -0.477 -0.226
H -0.192 0.532 3.469
H 3.617 -2.048 -1.693
H 2.252 2.251 -0.487
H 3.232 -0.627 -2.741
H -0.762 1.438 -2.054
H -2.620 -2.001 -0.697
H -5.010 -1.557 -2.555
H -1.025 2.565 2.287
H -5.004 -2.487 -1.051
H -4.101 -3.065 -2.443
H -4.199 3.566 0.325
H 0.777 -3.411 1.514
```

Output
- structure (SMILES) = CCc1ccccc1Nc1nc(N)nc(CSc2nnc3ccccn23)n1
- net charge = 0

The molecule's natural (NBO) atomic charges, reported in e, are given here: 0.2545 -0.3555 -0.7682 -0.6048 -0.2161 -0.5876 -0.3012 -0.5965 -0.5670 0.6063 -0.1991 -0.2067 0.2814 -0.2131 -0.1884 0.0438 -0.6028 -0.4331 -0.5426 0.2183 0.6132 -0.2188 -0.2710 -0.2410 -0.0268 0.1021 0.4592 0.2249 0.4019 0.2036 0.2132 0.2111 0.2129 0.2371 0.2450 0.2409 0.2427 0.4128 0.2395 0.2054 0.2267 0.1998 0.2150 0.2139 0.4151

=====

[2]
Entry from the Open Molecules 2025 dataset: C18H19ClFLaN3O3 as an isolated structure in a non-equilibrium geometry (the ωB97M-V functional and the def2-TZVPD basis).

The geometry in XYZ format:
```
46
Properties=species:S:1:pos:R:3
La 2.542 0.570 -2.487
Cl -1.418 1.397 3.577
F 2.310 0.303 6.529
O 1.597 -1.140 3.948
O 0.043 1.527 1.201
O 0.653 1.920 6.313
N 1.582 1.198 4.233
N -2.931 -0.474 0.377
N -1.737 -2.523 3.394
C 1.242 -2.971 -5.218
C -0.496 -0.070 2.967
C -0.324 0.135 1.336
C -0.837 2.372 -1.082
C 2.070 -1.254 -1.485
C 1.472 1.161 5.726
C -0.364 -2.385 -1.271
C 0.393 1.940 -0.119
C 0.755 -1.533 -0.570
C -3.508 2.515 -0.855
C 2.236 -1.749 -3.020
C 0.792 -0.962 0.922
C 1.061 -2.546 -3.678
C 0.938 -0.066 3.732
C -0.214 -2.866 -2.773
C -1.378 -1.361 3.320
C -2.068 3.086 -0.322
C -1.814 -0.204 0.774
H 0.541 -2.387 -5.918
H 0.922 -4.081 -5.291
H 2.957 -0.622 -1.011
H 3.239 -1.463 -3.578
H -2.056 2.962 0.814
H -3.413 1.499 -1.388
H 1.033 2.907 0.000
H -4.227 2.337 0.035
H -0.503 3.012 -1.983
H 1.051 1.215 -0.730
H 1.836 -0.510 1.131
H 2.606 1.176 4.023
H 0.714 -1.880 1.637
H -2.020 4.209 -0.618
H -1.091 -3.462 -3.241
H -4.010 3.275 -1.556
H -1.251 1.384 -1.539
H -1.317 -2.651 -0.667
H 2.344 -2.946 -5.569
```

Output
- net charge = +3

The molecule's Mulliken atomic charges, reported in e, are given here: 1.6504 0.0140 -0.1849 -0.4727 -0.4420 -0.3675 -0.1329 -0.4375 -0.4018 -1.0773 0.5942 1.2960 -0.6543 -0.0252 0.5475 -0.2791 0.7487 0.5074 -1.0852 -0.8935 -1.1292 0.6336 -0.0177 -0.4418 0.0797 -0.3056 -0.3823 0.3505 0.3906 0.0517 0.3520 0.1892 0.2854 0.6684 0.2834 0.4100 -1.1393 0.4026 0.3700 0.6021 0.4885 0.4639 0.3091 0.2496 0.5414 0.3895

=====

[3]
Entry from the Open Molecules 2025 dataset: C18H19F10LiN5OTe as an isolated structure (the ωB97M-V functional and the def2-TZVPD basis).

The geometry in XYZ format:
```
55
Properties=species:S:1:pos:R:3
Te 3.921 0.153 -0.282
F 3.223 -1.567 0.016
F 1.176 2.491 2.815
F 5.551 -0.745 -0.391
F 3.861 -0.206 -2.132
F -0.847 -1.809 2.899
F -1.343 -1.500 5.517
F 0.681 2.755 5.442
F 4.955 1.679 -0.636
F -0.579 0.770 6.813
F 4.340 0.306 1.531
O 2.367 1.032 -0.232
N 0.191 -1.791 -2.378
N -0.341 2.143 -0.172
N -0.142 -3.537 -0.861
N -0.298 4.295 -0.720
N -0.244 -1.295 -0.152
C -0.428 -0.626 3.481
C 1.379 -2.374 -3.000
C -2.748 1.753 -0.789
C -3.870 2.383 -1.291
C -2.709 4.510 -1.502
C -0.710 -0.522 4.833
C -0.631 -4.453 -1.865
C -0.111 -4.028 0.499
C -1.583 3.869 -0.997
C -0.328 0.627 5.497
C 0.314 1.631 4.793
C -0.078 -2.176 -1.072
C -3.850 3.742 -1.643
C 0.204 0.325 2.725
C 0.101 -0.360 -2.631
C -1.589 2.513 -0.645
C 0.386 3.217 -0.233
C 0.550 1.444 3.442
Li 0.586 0.414 0.563
H 0.075 5.218 -0.839
H -4.751 4.200 -2.032
H 1.458 -3.435 -2.782
H -0.565 -1.698 0.722
H 0.135 -0.206 -3.711
H 1.307 -2.250 -4.083
H -4.788 1.822 -1.414
H 0.924 0.194 -2.165
H -0.836 0.030 -2.242
H -0.894 -3.905 -2.766
H 0.141 -5.089 0.480
H 0.651 -3.501 1.070
H -1.070 -3.910 1.019
H 2.291 -1.879 -2.653
H 0.115 -5.214 -2.119
H -2.699 5.558 -1.771
H -1.527 -4.969 -1.503
H -2.748 0.708 -0.507
H 1.425 3.260 0.057
```

Output
- energy relative to the best compared isomer or geometry (same formula, charge and spin) (eV) = 0.0775
- net charge = -1

The molecule's natural (NBO) atomic charges, reported in e, are given here: 3.4368 -0.6403 -0.3538 -0.6225 -0.6492 -0.3833 -0.3214 -0.3181 -0.6406 -0.3143 -0.6285 -1.2130 -0.4603 -0.5220 -0.4548 -0.5404 -0.8575 0.3172 -0.4137 -0.2226 -0.2248 -0.2459 0.2194 -0.4068 -0.4133 0.0856 0.2442 0.2333 0.6300 -0.2255 -0.5061 -0.4138 0.1535 0.2550 0.2832 0.8083 0.4149 0.2054 0.2007 0.3760 0.1855 0.1878 0.2067 0.2183 0.2156 0.2257 0.1956 0.2337 0.1876 0.2187 0.1830 0.2089 0.1844 0.2356 0.2421

=====

[4]
Entry from the Open Molecules 2025 dataset: C18H19F3NO4S2 as an isolated structure in a non-equilibrium geometry (the ωB97M-V functional and the def2-TZVPD basis).

The geometry in XYZ format:
```
47
Properties=species:S:1:pos:R:3
S 1.162 1.560 -4.130
S -1.368 -1.901 -1.293
F 0.106 -3.751 -2.939
F -0.700 -2.125 -4.211
F 1.215 -1.904 -3.212
O 1.193 2.994 -4.464
O 0.655 1.031 2.703
O 1.970 -0.684 2.364
O 2.315 0.661 -4.260
N -0.052 0.917 -4.963
C 0.285 0.345 0.013
C -3.300 0.893 2.988
C -0.390 1.466 -0.523
C -2.375 -1.594 2.095
C -2.015 0.811 2.374
C 1.544 0.030 -0.521
C -4.010 -0.269 3.279
C 0.793 -0.059 2.165
C -1.464 1.115 -4.739
C 2.003 0.616 -1.664
C 1.146 1.473 -2.314
C 4.032 -0.738 3.473
C 0.114 2.090 -1.634
C -3.560 -1.521 2.844
C -0.027 -2.379 -3.069
C -0.277 -0.573 1.147
C 2.866 0.153 3.175
C -1.638 -0.428 1.817
H 2.932 0.258 -2.055
H -2.072 0.197 -4.720
H -1.686 1.662 -5.650
H -4.083 -2.450 3.118
H 2.099 -0.783 -0.114
H -0.313 3.018 -2.041
H 3.088 1.062 2.610
H -1.823 1.667 -3.874
H 3.714 -1.506 4.175
H -0.327 -1.097 -0.794
H 4.871 -0.223 3.923
H -0.164 -1.661 0.965
H -1.239 1.557 2.475
H 2.332 0.424 4.084
H -1.964 -2.572 1.800
H 4.384 -1.213 2.559
H -3.735 1.861 3.212
H -1.328 1.809 -0.073
H -4.906 -0.241 3.899
```

Output
- net charge = -1

The molecule's natural (NBO) atomic charges, reported in e, are given here: 2.2387 -0.2441 -0.3618 -0.3150 -0.2968 -1.0067 -0.6534 -0.5214 -1.0059 -0.9583 -0.1122 -0.2110 -0.1608 -0.2008 -0.1956 -0.2255 -0.2231 0.8399 -0.4211 -0.1946 -0.2430 -0.6287 -0.2259 -0.2213 1.0005 -0.3520 -0.0703 -0.0374 0.2499 0.1635 0.1800 0.2112 0.2172 0.2383 0.1990 0.1629 0.2074 0.1857 0.2113 0.2524 0.2663 0.1961 0.2184 0.2183 0.2098 0.2132 0.2069

=====

[5]
Entry from the Open Molecules 2025 dataset: a 3-piece molecular cluster, C18H19F4O12P overall in a non-equilibrium geometry (the ωB97M-V functional and the def2-TZVPD basis).

The geometry in XYZ format:
```
54
Properties=species:S:1:pos:R:3
P -4.198 -2.303 -0.960
F -1.337 0.831 -2.100
F -4.499 1.197 -1.463
F -6.049 1.015 -2.928
F -6.281 2.446 -1.373
O -5.145 -1.522 -1.985
O 3.637 -1.728 -2.231
O 1.266 0.548 1.588
O 3.664 -0.370 0.068
O -1.066 3.244 4.629
O 8.348 -0.338 0.245
O -2.774 -2.489 -1.668
O 3.635 1.656 2.240
O 8.321 -1.624 -2.101
O 1.273 4.399 5.213
O -4.039 -1.647 0.323
O -4.734 -3.801 -0.716
C -2.268 -1.299 -2.297
C 0.035 2.823 4.005
C -6.470 0.166 -0.760
C 7.177 -0.636 -0.313
C 1.237 1.418 2.436
C 4.811 -1.408 -1.686
C -5.822 1.232 -1.622
C 0.006 1.848 3.090
C -6.438 -1.222 -1.429
C 2.522 2.084 2.837
C 5.975 -1.736 -2.257
C 4.756 -0.656 -0.392
C 6.011 -0.305 0.256
C 1.312 3.506 4.388
C 7.234 -1.366 -1.622
C -1.673 -0.285 -1.314
C 2.546 3.063 3.752
C -0.381 -0.766 -0.665
H -7.125 -1.157 -2.281
H 3.462 3.552 4.049
H 2.956 -1.377 -1.625
H -6.836 -2.005 -0.778
H -1.448 -1.611 -2.953
H -7.509 0.466 -0.583
H -5.287 -4.033 -1.482
H -2.986 -0.777 -2.938
H -0.910 1.349 2.806
H -5.984 0.053 0.213
H -0.473 -1.793 -0.295
H -0.113 -0.106 0.164
H 9.028 -0.684 -0.365
H -2.374 0.066 -0.556
H 5.957 0.223 1.199
H 0.417 -0.758 -1.419
H 3.375 0.945 1.615
H -0.773 3.952 5.235
H 6.028 -2.277 -3.192
```

Output
- structure (SMILES) = C[C@@H](F)CO[P@](=O)(O)OCCC(F)(F)F.O=C1C=C(O)C(=O)C=C1O.O=C1C=C(O)C(=O)C=C1O
- net charge = 0

The molecule's natural (NBO) atomic charges, reported in e, are given here: 2.5416 -0.3771 -0.3214 -0.3352 -0.3135 -0.8044 -0.6241 -0.5314 -0.5595 -0.6279 -0.6213 -0.7872 -0.6668 -0.5266 -0.5380 -1.1193 -0.9546 -0.1136 0.3142 -0.5288 0.3261 0.4624 0.3157 0.9811 -0.3811 -0.0768 0.3877 -0.3773 0.4843 -0.3898 0.4719 0.4720 0.1785 -0.4114 -0.6546 0.2039 0.2411 0.5087 0.2035 0.1968 0.2364 0.4976 0.2074 0.2460 0.2662 0.2223 0.2532 0.5072 0.1942 0.2492 0.1975 0.5227 0.5054 0.2469

=====

| no. | E_LUMO (eV) | HOMO-LUMO gap (eV) |
| --- | --- | --- |
| 1 | 0.5 | 8.865 |
| 2 | -13.8 | 3.804 |
| 3 | 2.5 | 8.119 |
| 4 | 2.1 | 5.862 |
| 5 | -1.7 | 7.828 |